Entry 1:
Formula: C36H85BF3GaN10O11P
Source: the Open Molecules 2025 dataset
Level of theory: ωB97M-V/def2-TZVPD

Geometry (Å):
1 C 0.93 -0.89 -1.83
2 C 0.59 0.31 -0.71
3 P -0.62 1.51 -1.57
4 C -0.87 3.13 -0.61
5 C -0.31 4.35 -1.60
6 Ga -2.63 0.50 -2.21
7 B -4.10 0.45 -0.75
8 C -4.78 -1.02 -0.34
9 O -4.61 1.67 -0.06
10 C -3.37 1.57 -3.85
11 F -4.82 1.87 -3.69
12 F -2.59 2.86 -3.88
13 F -3.02 0.86 -5.11
14 H -0.11 -1.37 -2.16
15 H 1.41 -0.31 -2.76
16 H 1.67 -1.70 -1.42
17 H 1.61 0.90 -0.58
18 H 0.20 -0.15 0.30
19 H -2.00 3.40 -0.37
20 H -0.27 3.20 0.40
21 H 0.48 3.88 -2.35
22 H 0.18 5.23 -1.01
23 H -1.21 4.72 -2.28
24 H -2.28 -0.99 -2.73
25 H -5.82 -1.19 -0.89
26 H -4.02 -1.85 -0.68
27 H -4.99 -1.12 0.81
28 H -3.88 2.01 0.54
29 C 5.59 2.19 -1.82
30 C 4.47 1.38 -1.22
31 O 3.34 1.83 -1.08
32 N 4.74 0.10 -0.83
33 C 5.99 -0.62 -0.91
34 H 5.22 3.18 -2.08
35 H 6.40 2.30 -1.09
36 H 5.95 1.71 -2.73
37 H 3.94 -0.38 -0.44
38 H 5.83 -1.51 -1.52
39 H 6.27 -0.92 0.10
40 H 6.79 -0.01 -1.34
41 C -0.86 8.51 -1.86
42 C 0.55 8.13 -1.49
43 O 0.80 7.15 -0.78
44 N 1.57 8.90 -1.96
45 C 1.50 10.08 -2.79
46 H -1.56 7.80 -1.41
47 H -1.09 9.51 -1.48
48 H -0.98 8.48 -2.95
49 H 2.49 8.58 -1.66
50 H 2.07 9.88 -3.70
51 H 1.96 10.91 -2.25
52 H 0.47 10.34 -3.05
53 C -5.95 -4.91 2.32
54 C -4.56 -4.39 2.04
55 O -4.03 -4.51 0.94
56 N -3.89 -3.78 3.05
57 C -4.33 -3.54 4.41
58 H -6.36 -5.37 1.41
59 H -5.92 -5.66 3.11
60 H -6.60 -4.08 2.61
61 H -2.96 -3.46 2.79
62 H -4.31 -2.46 4.59
63 H -3.63 -4.03 5.08
64 H -5.34 -3.92 4.59
65 C 5.50 -2.21 4.12
66 C 5.54 -1.20 3.01
67 O 6.50 -1.10 2.25
68 N 4.47 -0.37 2.86
69 C 3.25 -0.32 3.64
70 H 6.42 -2.79 4.12
71 H 5.42 -1.70 5.09
72 H 4.66 -2.89 3.98
73 H 4.57 0.28 2.09
74 H 2.41 -0.50 2.97
75 H 3.17 0.68 4.06
76 H 3.24 -1.06 4.44
77 C -7.19 6.29 -2.26
78 C -8.31 5.48 -1.66
79 O -9.44 5.93 -1.52
80 N -8.04 4.20 -1.27
81 C -6.79 3.48 -1.35
82 H -7.57 7.28 -2.52
83 H -6.38 6.40 -1.54
84 H -6.83 5.81 -3.17
85 H -8.84 3.72 -0.88
86 H -6.95 2.59 -1.96
87 H -6.51 3.18 -0.34
88 H -5.99 4.09 -1.79
89 C -1.53 -8.63 4.91
90 C -2.73 -7.85 4.45
91 O -3.86 -8.34 4.43
92 N -2.54 -6.56 4.06
93 C -1.31 -5.80 4.01
94 H -1.84 -9.64 5.19
95 H -0.80 -8.71 4.09
96 H -1.08 -8.15 5.78
97 H -3.40 -6.10 3.77
98 H -1.43 -4.93 4.65
99 H -1.16 -5.48 2.98
100 H -0.45 -6.39 4.34
101 C -5.51 -11.10 -0.30
102 C -5.35 -10.12 0.82
103 O -6.14 -9.19 0.99
104 N -4.30 -10.28 1.68
105 C -3.27 -11.29 1.65
106 H -6.39 -10.84 -0.89
107 H -4.64 -11.06 -0.96
108 H -5.64 -12.11 0.10
109 H -4.26 -9.58 2.41
110 H -3.31 -11.83 2.60
111 H -2.31 -10.79 1.55
112 H -3.40 -12.00 0.83
113 C 1.20 -4.39 -6.45
114 C 2.32 -3.64 -5.79
115 O 3.42 -4.16 -5.57
116 N 2.10 -2.35 -5.42
117 C 0.90 -1.56 -5.59
118 H 1.53 -5.41 -6.68
119 H 0.34 -4.45 -5.78
120 H 0.92 -3.90 -7.39
121 H 2.90 -1.91 -4.98
122 H 1.15 -0.69 -6.19
123 H 0.57 -1.24 -4.60
124 H 0.10 -2.12 -6.07
125 C 5.37 1.10 7.27
126 C 4.17 1.89 6.82
127 O 3.04 1.40 6.80
128 N 4.36 3.18 6.42
129 C 5.59 3.93 6.37
130 H 5.06 0.09 7.55
131 H 6.10 1.03 6.45
132 H 5.82 1.58 8.14
133 H 3.50 3.64 6.13
134 H 5.47 4.81 7.02
135 H 5.74 4.26 5.34
136 H 6.45 3.35 6.70
137 C 4.22 5.97 -4.01
138 C 5.63 5.59 -3.64
139 O 5.87 4.61 -2.94
140 N 6.65 6.36 -4.11
141 C 6.58 7.54 -4.94
142 H 3.52 5.26 -3.57
143 H 3.99 6.97 -3.63
144 H 4.10 5.94 -5.10
145 H 7.57 6.04 -3.81
146 H 7.15 7.34 -5.85
147 H 7.04 8.37 -4.40
148 H 5.55 7.80 -5.20

Output
E_HOMO = -3.22 eV
Net charge = -1
Kohn-Sham gap = 4.854 eV
2S+1 = 1



Entry 2:
Formula: C36H85N7O18S
Source: the Open Molecules 2025 dataset
Level of theory: ωB97M-V/def2-TZVPD

Geometry (Å):
1 N 0.55 -0.54 -0.91
2 H 0.63 0.47 -0.84
3 H 0.89 -0.88 -0.02
4 H 1.13 -0.90 -1.65
5 H -0.34 -0.94 -1.17
6 N -0.51 1.69 -3.76
7 H -0.31 0.71 -3.88
8 H 0.16 1.98 -3.07
9 H -1.49 1.81 -3.58
10 H -0.26 2.18 -4.61
11 S -1.28 -1.79 -3.35
12 O -0.69 -3.08 -3.81
13 O -2.49 -1.60 -4.09
14 O -1.54 -1.71 -1.92
15 O -0.34 -0.77 -3.66
16 C 1.61 3.82 1.56
17 C 1.79 5.12 1.09
18 C 1.78 5.39 -0.41
19 O 1.95 6.53 -0.95
20 C 1.51 4.39 -1.34
21 C 1.26 3.00 -0.92
22 C 1.36 2.70 0.66
23 O 1.30 1.55 1.02
24 O 1.03 2.07 -1.72
25 O 1.98 6.00 2.03
26 H 1.56 3.65 2.62
27 H 1.39 4.69 -2.37
28 C -2.20 2.19 -0.48
29 O -2.74 2.26 -1.83
30 C -3.65 1.19 -2.11
31 C -4.14 1.40 -3.58
32 N -3.08 1.02 -4.55
33 C -3.55 1.06 -5.94
34 C -2.40 0.62 -6.92
35 O -3.09 0.42 -8.12
36 C -2.34 -0.17 -9.14
37 H -3.01 2.35 0.22
38 H -1.53 3.02 -0.25
39 H -1.76 1.22 -0.27
40 H -4.44 1.09 -1.37
41 H -3.10 0.26 -2.02
42 H -4.45 2.44 -3.66
43 H -5.04 0.79 -3.70
44 H -2.85 0.05 -4.44
45 H -3.91 2.07 -6.11
46 H -4.40 0.40 -6.09
47 H -2.02 -0.35 -6.61
48 H -1.57 1.29 -7.15
49 H -1.98 -1.13 -8.77
50 H -1.48 0.43 -9.46
51 H -2.98 -0.38 -10.00
52 C -3.62 -0.79 0.78
53 O -3.64 0.43 1.51
54 C -4.80 0.81 2.19
55 C -4.52 2.12 3.03
56 N -5.57 2.54 3.92
57 C -5.09 3.51 4.90
58 C -6.13 3.83 6.00
59 O -7.14 4.68 5.49
60 C -7.99 5.06 6.53
61 H -3.48 -1.63 1.46
62 H -2.78 -0.63 0.11
63 H -4.51 -0.89 0.17
64 H -5.08 0.00 2.88
65 H -5.66 1.07 1.57
66 H -4.16 2.92 2.38
67 H -3.72 1.82 3.70
68 H -6.30 3.00 3.40
69 H -5.02 4.40 4.27
70 H -4.09 3.21 5.24
71 H -5.58 4.31 6.80
72 H -6.57 2.96 6.48
73 H -7.48 5.57 7.35
74 H -8.45 4.13 6.87
75 H -8.74 5.77 6.17
76 C -1.90 -3.69 4.99
77 O -1.73 -2.82 3.85
78 C -0.48 -2.04 3.95
79 C -0.25 -1.29 2.64
80 N 0.41 -2.07 1.53
81 C -0.32 -3.27 1.26
82 C 0.60 -4.24 0.44
83 O 1.87 -4.56 1.12
84 C 1.63 -5.28 2.33
85 H -1.65 -3.30 5.98
86 H -1.36 -4.61 4.81
87 H -2.90 -4.11 5.05
88 H 0.43 -2.53 4.30
89 H -0.52 -1.34 4.78
90 H 0.27 -0.34 2.82
91 H -1.19 -0.97 2.19
92 H 1.35 -2.24 1.85
93 H -1.20 -3.13 0.63
94 H -0.70 -3.86 2.10
95 H 0.80 -3.88 -0.57
96 H 0.04 -5.16 0.30
97 H 2.56 -5.79 2.58
98 H 0.86 -6.04 2.25
99 H 1.32 -4.62 3.14
100 C 4.54 2.53 -4.03
101 O 3.94 1.38 -4.50
102 C 3.19 0.65 -3.50
103 C 3.32 -0.91 -3.64
104 N 2.24 -1.55 -2.87
105 C 2.45 -3.01 -2.92
106 C 3.62 -3.57 -2.06
107 O 4.89 -3.74 -2.79
108 C 5.71 -4.77 -2.29
109 H 5.37 2.35 -3.35
110 H 3.85 3.19 -3.52
111 H 4.94 3.21 -4.79
112 H 2.15 0.90 -3.72
113 H 3.29 0.96 -2.46
114 H 4.33 -1.28 -3.44
115 H 3.24 -1.19 -4.69
116 H 1.37 -1.53 -3.38
117 H 2.65 -3.27 -3.96
118 H 1.52 -3.48 -2.61
119 H 3.38 -4.56 -1.67
120 H 3.81 -2.97 -1.17
121 H 5.87 -4.57 -1.23
122 H 6.69 -4.93 -2.75
123 H 5.15 -5.70 -2.32
124 C 6.14 -0.53 -1.27
125 O 5.98 -0.35 0.13
126 C 4.56 -0.41 0.42
127 C 4.44 -0.19 1.92
128 N 3.04 -0.32 2.42
129 C 2.91 0.19 3.81
130 C 3.39 -0.81 4.91
131 O 3.03 -0.22 6.12
132 C 3.50 -0.94 7.20
133 H 5.68 -1.37 -1.79
134 H 7.19 -0.50 -1.56
135 H 5.78 0.42 -1.67
136 H 4.15 -1.35 0.05
137 H 4.00 0.47 0.11
138 H 4.87 0.76 2.22
139 H 5.17 -0.87 2.37
140 H 2.47 0.39 1.98
141 H 1.92 0.60 4.00
142 H 3.53 1.08 3.90
143 H 4.47 -0.99 4.84
144 H 2.87 -1.77 4.92
145 H 3.08 -0.51 8.11
146 H 4.59 -1.08 7.19
147 H 3.06 -1.94 7.21

Output
E_HOMO (alpha / beta) = 3.66 / -0.39 eV
Net charge = -3
Kohn-Sham gap (alpha / beta) = 1.162 / 5.249 eV
2S+1 = 2
<S²> = 0.751